C37H28ClN3O11S2V | ωB97M-V/def2-TZVPD

Computed properties:
Energy above the lowest of the compared OMol25 structures with the same formula, charge and spin = 0.0000 eV
Gap between HOMO and LUMO (spin up / spin down) = 6.45 / 6.42 eV
F_max = 3.7 eV/Å
Lowest unoccupied orbital energy (spin up / spin down) = 1.21 / 1.18 eV

```
! RIJCOSX wB97M-V def2-TZVPD def2/J DEFGRID3
* xyz -1 3
V -0.965 -0.187 1.768
O -4.437 -1.122 3.615
C -3.381 -0.610 3.315
O -2.910 -0.394 2.104
C -2.638 0.226 4.445
C -2.345 1.640 4.001
C -1.929 2.511 5.258
C -0.581 1.864 5.586
C -0.299 0.768 4.565
O -0.964 1.333 3.297
C -1.296 -0.431 4.837
C -0.980 -1.827 4.143
O -0.856 -2.812 4.823
O -0.760 -1.809 2.804
H -3.306 0.312 5.332
H -3.034 2.144 3.310
H -2.652 2.446 6.088
H -1.832 3.548 4.860
H -0.590 1.496 6.621
H 0.221 2.646 5.530
H 0.699 0.577 4.307
H -1.402 -0.627 5.886
S -0.769 5.571 0.016
C -0.535 6.929 -1.011
C -0.967 6.742 -2.321
C -1.319 5.391 -2.508
C -1.268 4.608 -1.353
C -1.587 3.214 -1.279
C -1.450 2.502 -0.015
N -1.411 1.186 0.012
C -1.622 0.441 -1.119
C -1.967 1.009 -2.339
C -2.210 0.178 -3.461
C -1.965 -1.204 -3.378
C -1.708 -1.844 -2.140
C -1.729 -3.253 -1.916
C -1.328 -3.782 -0.695
C -1.037 -2.905 0.338
N -1.107 -1.557 0.165
C -1.536 -1.013 -0.987
C -1.278 -5.268 -0.569
C -1.788 -6.197 -1.450
C -1.702 -7.508 -0.986
C -1.126 -7.552 0.291
S -0.696 -6.028 0.924
C -1.913 2.447 -2.407
H -0.242 7.863 -0.578
H -0.928 7.537 -3.087
H -1.651 4.950 -3.459
H -1.146 3.005 0.918
H -2.522 0.603 -4.397
H -2.149 -1.834 -4.234
H -1.986 -3.952 -2.676
H -0.679 -3.224 1.309
H -2.264 -5.886 -2.410
H -2.051 -8.397 -1.555
H -1.069 -8.430 0.901
H -2.011 2.946 -3.356
O 1.185 -2.647 -3.074
N 1.371 -1.378 -3.023
O 1.563 -0.700 -4.060
O 1.300 -0.878 -1.818
C 3.953 2.280 -2.673
C 4.483 0.842 -2.623
C 5.167 0.228 -3.683
C 5.554 -1.084 -3.513
Cl 6.331 -1.976 -4.777
C 5.312 -1.756 -2.258
C 4.792 -1.128 -1.195
C 4.340 0.196 -1.362
O 3.973 0.942 -0.280
C 2.619 1.140 0.061
C 2.015 -0.029 0.979
O 2.468 -1.128 1.197
O 0.866 0.515 1.514
H 4.329 2.901 -3.457
H 4.163 2.734 -1.724
H 2.853 2.266 -2.822
H 5.500 0.770 -4.582
H 5.552 -2.815 -2.218
H 4.703 -1.613 -0.174
H 1.945 1.278 -0.777
H 2.617 2.058 0.659
*
```

Löwdin population analysis, charges in e, atoms 1 to 2:
1 V 1.077
2 O 0.080

C37H28F20GeN2O2PtSTe | ωB97M-V/def2-TZVPD

Computed properties:
Energy above the lowest of the compared OMol25 structures with the same formula, charge and spin = 3.4495 eV
Gap between HOMO and LUMO = 7.21 eV
F_max = 2.6 eV/Å
Lowest unoccupied orbital energy = -1.16 eV

```
! RIJCOSX wB97M-V def2-TZVPD def2/J DEFGRID3
* xyz 0 1
Pt -0.939 0.315 0.484
C 0.359 -1.256 7.123
C -0.405 0.004 6.692
C 0.394 1.252 7.092
C -1.755 0.032 7.407
C -0.568 -0.023 5.174
C -1.801 -0.068 4.542
C -1.868 -0.089 3.161
N -0.772 -0.080 2.397
C 0.446 -0.027 2.981
C 0.562 -0.001 4.352
C 1.606 0.055 2.051
C 2.923 -0.121 2.440
C 3.945 0.049 1.515
C 3.568 0.382 0.213
C 2.235 0.513 -0.113
N 1.267 0.347 0.793
C 5.416 -0.137 1.876
C 5.933 -1.396 1.163
C 5.613 -0.303 3.382
C 6.217 1.086 1.404
H 0.463 -1.270 8.210
H 1.361 -1.290 6.690
H -0.172 -2.160 6.820
H 0.495 1.292 8.178
H -0.111 2.163 6.763
H 1.399 1.251 6.665
H -1.589 0.062 8.485
H -2.350 -0.858 7.190
H -2.339 0.914 7.137
H -2.726 -0.066 5.099
H -2.813 -0.097 2.629
H 1.549 0.057 4.790
H 3.144 -0.402 3.459
H 4.307 0.524 -0.564
H 1.916 0.760 -1.117
H 5.378 -2.282 1.478
H 6.989 -1.550 1.399
H 5.839 -1.306 0.078
H 5.160 -1.225 3.754
H 5.199 0.540 3.940
H 6.680 -0.354 3.604
H 6.239 1.167 0.316
H 7.251 1.001 1.747
H 5.801 2.013 1.806
F 0.885 -1.177 -2.284
C 0.940 -1.117 -3.628
C -0.051 -0.495 -4.363
C 0.084 -0.563 -5.741
F -0.847 -0.010 -6.535
C 1.153 -1.172 -6.366
F 1.246 -1.208 -7.694
C 2.140 -1.750 -5.590
F 3.184 -2.335 -6.169
C 2.032 -1.729 -4.215
F 2.976 -2.305 -3.466
Ge -1.622 0.452 -3.620
S -0.915 1.334 -1.652
C -1.813 2.160 -4.544
C -2.992 2.879 -4.706
F -4.177 2.377 -4.382
C -3.006 4.164 -5.219
F -4.156 4.816 -5.374
C -1.825 4.781 -5.571
F -1.835 6.013 -6.067
C -0.629 4.114 -5.402
F 0.519 4.712 -5.726
C -0.643 2.836 -4.886
F 0.564 2.271 -4.706
C -2.951 -0.923 -3.952
C -2.820 -2.134 -3.293
F -1.752 -2.368 -2.509
C -3.704 -3.176 -3.449
F -3.543 -4.322 -2.785
C -4.758 -3.031 -4.330
F -5.619 -4.028 -4.504
C -4.889 -1.868 -5.059
F -5.874 -1.754 -5.949
C -3.982 -0.838 -4.875
F -4.127 0.223 -5.667
C -2.204 -2.695 0.871
O -1.039 -2.195 0.201
H -2.504 -3.654 0.447
H -3.030 -1.984 0.792
H -1.932 -2.847 1.915
H -1.264 -2.143 -0.735
F -2.989 3.290 -1.541
Te -3.283 1.693 -0.573
F -4.787 2.697 -0.082
F -4.239 0.540 0.613
F -2.909 -0.316 -1.067
F -4.284 1.259 -2.084
O -2.174 2.105 0.840
*
```

Löwdin population analysis, charges in e, atoms 1 to 2:
1 Pt 0.913
2 C -0.038

C37H28IrN5O4P2S2Se2 | ωB97M-V/def2-TZVPD

Computed properties:
Energy above the lowest of the compared OMol25 structures with the same formula, charge and spin = 0.0000 eV
Gap between HOMO and LUMO (spin up / spin down) = 7.07 / 5.12 eV
F_max = 0.9 eV/Å
Lowest unoccupied orbital energy (spin up / spin down) = -3.45 / -5.40 eV

```
! RIJCOSX wB97M-V def2-TZVPD def2/J DEFGRID3
* xyz 1 2
Ir 0.880 0.912 -0.063
Se 1.239 3.715 5.645
P 0.400 1.778 5.765
C 1.247 0.619 6.844
C 2.506 0.157 6.465
C 3.200 -0.702 7.298
C 2.643 -1.093 8.510
C 1.395 -0.626 8.891
C 0.690 0.232 8.058
C -1.356 1.734 6.185
C -2.065 0.537 6.062
C -3.410 0.504 6.390
C -4.046 1.655 6.842
C -3.340 2.842 6.966
C -1.992 2.885 6.635
C 0.514 1.072 4.115
C 0.939 1.677 2.943
N 0.668 0.763 1.969
N 0.174 -0.330 2.520
N 0.083 -0.164 3.813
P 1.503 3.305 2.517
Se 1.794 3.020 0.235
C 3.158 3.862 2.907
C 3.378 5.164 3.350
C 4.675 5.571 3.610
C 5.733 4.684 3.441
C 5.502 3.389 3.003
C 4.209 2.972 2.724
C 0.231 4.555 2.586
C 0.378 5.715 1.828
C -0.625 6.669 1.844
C -1.767 6.461 2.604
C -1.913 5.300 3.350
C -0.918 4.341 3.343
H 2.940 0.468 5.522
H 4.173 -1.070 7.003
H 3.187 -1.767 9.159
H 0.965 -0.930 9.836
H -0.286 0.593 8.355
H -1.567 -0.357 5.709
H -3.963 -0.421 6.298
H -5.096 1.623 7.103
H -3.835 3.735 7.323
H -1.430 3.808 6.721
H 2.550 5.839 3.521
H 4.860 6.577 3.959
H 6.743 5.007 3.658
H 6.322 2.696 2.878
H 4.032 1.961 2.382
H 1.264 5.877 1.225
H -0.517 7.572 1.258
H -2.550 7.207 2.610
H -2.806 5.137 3.939
H -1.030 3.440 3.932
O 3.776 -2.131 0.823
S 3.989 -0.808 0.347
O 4.462 0.204 1.241
N 2.596 -0.221 -0.407
C 2.774 0.041 -1.677
S 1.497 0.919 -2.389
C 4.105 -0.301 -2.203
C 4.607 -0.175 -3.485
C 5.920 -0.573 -3.705
C 6.699 -1.084 -2.673
C 6.200 -1.208 -1.380
C 4.902 -0.801 -1.174
H 3.992 0.213 -4.287
H 6.344 -0.490 -4.697
H 7.717 -1.388 -2.878
H 6.807 -1.603 -0.577
O -0.617 -0.646 -0.394
C -1.522 0.212 -0.282
C -3.007 0.096 -0.248
C -3.419 1.552 0.018
C -2.117 2.348 0.111
O -1.986 3.519 0.340
N -1.075 1.456 -0.137
H -3.308 -0.598 0.536
H -3.372 -0.296 -1.197
H -3.965 1.678 0.953
H -4.030 1.976 -0.777
*
```

Löwdin population analysis, charges in e, atoms 1 to 2:
1 Ir 0.981
2 Se 0.505

C37H29F2N8O3Tl | ωB97M-V/def2-TZVPD

Computed properties:
Energy above the lowest of the compared OMol25 structures with the same formula, charge and spin = 0.7165 eV
Gap between HOMO and LUMO = 4.90 eV
F_max = 4.0 eV/Å
Lowest unoccupied orbital energy = 4.51 eV

```
! RIJCOSX wB97M-V def2-TZVPD def2/J DEFGRID3
* xyz -2 1
Tl -0.540 0.688 0.538
C -3.217 -2.514 2.600
C -2.462 -3.547 2.031
C -2.065 -3.461 0.665
C -2.350 -2.248 -0.107
N -3.064 -1.225 0.490
C -3.514 -1.424 1.764
N -1.968 -2.114 -1.374
C -1.740 -1.147 -2.182
N -1.810 0.181 -1.925
C -1.534 0.838 -3.115
N -1.515 2.116 -3.340
C -1.485 3.120 -2.505
C -2.155 4.314 -2.964
C -2.055 5.464 -2.218
C -1.385 5.474 -0.937
C -0.906 4.254 -0.537
N -0.957 3.099 -1.259
C -1.324 -0.164 -4.206
C -1.053 -0.005 -5.540
C -0.770 -1.154 -6.283
C -0.912 -2.442 -5.732
C -1.209 -2.599 -4.371
C -1.403 -1.442 -3.606
H -3.409 -2.391 3.680
H -2.193 -4.447 2.603
H -1.522 -4.207 0.143
H -4.102 -0.525 2.101
H -2.709 4.245 -3.884
H -2.535 6.337 -2.607
H -1.129 6.373 -0.364
H -0.406 4.164 0.417
H -1.010 1.005 -5.952
H -0.266 -1.052 -7.221
H -0.726 -3.328 -6.345
H -1.344 -3.540 -3.864
F -4.574 3.839 3.592
C -3.278 3.520 3.671
C -2.637 3.307 2.441
C -1.348 2.875 2.539
C -0.515 2.913 3.638
C -1.299 3.096 4.828
F -0.647 3.206 6.038
C -2.662 3.296 4.914
C 0.938 2.577 3.671
C 1.705 2.440 4.827
C 3.078 2.384 4.668
C 3.692 2.336 3.373
C 2.785 2.384 2.325
N 1.454 2.414 2.466
H -3.117 3.375 1.456
H -3.110 3.513 5.897
H 1.298 2.356 5.819
H 3.754 2.304 5.504
H 4.707 2.050 3.194
H 3.044 2.410 1.312
C 4.317 -0.813 -0.797
C 3.841 -2.122 -1.414
C 2.621 -2.767 -0.792
C 2.132 -3.898 -1.670
C 0.909 -4.659 -1.126
C 2.902 -3.342 0.620
O 3.649 -4.292 0.848
N 2.369 -2.680 1.705
C 1.450 -1.631 1.689
O 1.133 -1.008 2.720
N 1.026 -1.347 0.466
C 1.500 -1.709 -0.690
O 1.073 -1.154 -1.726
H 4.935 -0.249 -1.474
H 4.944 -0.998 0.074
H 3.403 -0.291 -0.449
H 4.631 -2.879 -1.411
H 3.434 -1.881 -2.452
H 2.953 -4.542 -1.844
H 1.850 -3.441 -2.626
H 0.478 -4.107 -0.289
H 1.110 -5.685 -0.817
H 0.137 -4.746 -1.897
H 2.673 -3.050 2.584
*
```

Löwdin population analysis, charges in e, atoms 1 to 2:
1 Tl 0.923
2 C -0.119

What did the second record say?
C37H28F20GeN2O2PtSTe | ωB97M-V/def2-TZVPD

Computed properties:
Energy above the lowest of the compared OMol25 structures with the same formula, charge and spin = 3.4495 eV
Gap between HOMO and LUMO = 7.21 eV
F_max = 2.6 eV/Å
Lowest unoccupied orbital energy = -1.16 eV

```
! RIJCOSX wB97M-V def2-TZVPD def2/J DEFGRID3
* xyz 0 1
Pt -0.939 0.315 0.484
C 0.359 -1.256 7.123
C -0.405 0.004 6.692
C 0.394 1.252 7.092
C -1.755 0.032 7.407
C -0.568 -0.023 5.174
C -1.801 -0.068 4.542
C -1.868 -0.089 3.161
N -0.772 -0.080 2.397
C 0.446 -0.027 2.981
C 0.562 -0.001 4.352
C 1.606 0.055 2.051
C 2.923 -0.121 2.440
C 3.945 0.049 1.515
C 3.568 0.382 0.213
C 2.235 0.513 -0.113
N 1.267 0.347 0.793
C 5.416 -0.137 1.876
C 5.933 -1.396 1.163
C 5.613 -0.303 3.382
C 6.217 1.086 1.404
H 0.463 -1.270 8.210
H 1.361 -1.290 6.690
H -0.172 -2.160 6.820
H 0.495 1.292 8.178
H -0.111 2.163 6.763
H 1.399 1.251 6.665
H -1.589 0.062 8.485
H -2.350 -0.858 7.190
H -2.339 0.914 7.137
H -2.726 -0.066 5.099
H -2.813 -0.097 2.629
H 1.549 0.057 4.790
H 3.144 -0.402 3.459
H 4.307 0.524 -0.564
H 1.916 0.760 -1.117
H 5.378 -2.282 1.478
H 6.989 -1.550 1.399
H 5.839 -1.306 0.078
H 5.160 -1.225 3.754
H 5.199 0.540 3.940
H 6.680 -0.354 3.604
H 6.239 1.167 0.316
H 7.251 1.001 1.747
H 5.801 2.013 1.806
F 0.885 -1.177 -2.284
C 0.940 -1.117 -3.628
C -0.051 -0.495 -4.363
C 0.084 -0.563 -5.741
F -0.847 -0.010 -6.535
C 1.153 -1.172 -6.366
F 1.246 -1.208 -7.694
C 2.140 -1.750 -5.590
F 3.184 -2.335 -6.169
C 2.032 -1.729 -4.215
F 2.976 -2.305 -3.466
Ge -1.622 0.452 -3.620
S -0.915 1.334 -1.652
C -1.813 2.160 -4.544
C -2.992 2.879 -4.706
F -4.177 2.377 -4.382
C -3.006 4.164 -5.219
F -4.156 4.816 -5.374
C -1.825 4.781 -5.571
F -1.835 6.013 -6.067
C -0.629 4.114 -5.402
F 0.519 4.712 -5.726
C -0.643 2.836 -4.886
F 0.564 2.271 -4.706
C -2.951 -0.923 -3.952
C -2.820 -2.134 -3.293
F -1.752 -2.368 -2.509
C -3.704 -3.176 -3.449
F -3.543 -4.322 -2.785
C -4.758 -3.031 -4.330
F -5.619 -4.028 -4.504
C -4.889 -1.868 -5.059
F -5.874 -1.754 -5.949
C -3.982 -0.838 -4.875
F -4.127 0.223 -5.667
C -2.204 -2.695 0.871
O -1.039 -2.195 0.201
H -2.504 -3.654 0.447
H -3.030 -1.984 0.792
H -1.932 -2.847 1.915
H -1.264 -2.143 -0.735
F -2.989 3.290 -1.541
Te -3.283 1.693 -0.573
F -4.787 2.697 -0.082
F -4.239 0.540 0.613
F -2.909 -0.316 -1.067
F -4.284 1.259 -2.084
O -2.174 2.105 0.840
*
```

Löwdin population analysis, charges in e, atoms 1 to 2:
1 Pt 0.913
2 C -0.038

Q: Which value of F_max does entry 3 give?
A: 0.9 eV/Å

Q: Look up the energy above the lowest of the compared OMol25 structures with the same formula, charge and spin of the third one.
A: 0.0000 eV